No. 1
51
Properties=species:S:1:pos:R:3:nbo_charge:R:1 method="wB97M-V/def2-TZVPD" total_energy_ev=-166937.1505 e_homo_ev=-10.16 orbital_gap_ev=5.6 relative_energy_kcal_mol=0.00 charge=+1
C 1.600 5.081 -1.810 -0.415
N 1.054 4.998 -0.456 -0.403
C 0.574 6.240 0.131 -0.412
C 1.283 3.896 0.346 0.301
C 1.775 4.064 1.656 -0.273
C 2.006 2.959 2.441 0.097
N 1.697 1.702 2.026 -0.593
B 1.911 0.509 2.875 0.662
H 0.059 -1.800 1.337 0.197
C 1.156 1.536 0.780 0.097
C 0.981 2.590 -0.077 -0.262
H 2.204 4.180 -2.004 0.215
H 0.803 5.126 -2.578 0.217
H 2.268 5.961 -1.920 0.222
H 0.261 6.009 1.153 0.210
H 1.358 7.015 0.179 0.207
H -0.305 6.608 -0.411 0.230
H 1.991 5.069 2.006 0.256
H 2.445 3.089 3.425 0.240
H 2.542 -0.333 2.327 -0.059
H 1.153 0.394 3.790 -0.050
H 0.861 0.537 0.500 0.245
H 0.550 2.431 -1.058 0.262
Br -4.190 -0.131 -5.988 0.094
C -3.510 -0.431 -4.269 -0.107
C -3.925 0.346 -3.170 -0.230
C -3.391 0.108 -1.904 -0.222
C -2.468 -0.954 -1.703 0.008
C -1.935 -1.303 -0.411 -0.247
C -1.032 -2.302 -0.197 -0.139
C -0.595 -2.633 1.178 -0.449
C 0.184 -3.907 1.483 -0.035
C -0.123 -4.717 2.581 -0.188
C 0.546 -5.927 2.777 -0.223
C 1.551 -6.306 1.875 -0.092
Br 2.451 -7.947 2.117 0.085
C 1.957 -5.436 0.856 -0.226
C 1.282 -4.223 0.688 -0.205
C -2.072 -1.716 -2.819 -0.211
C -2.588 -1.472 -4.086 -0.211
H -4.643 1.154 -3.329 0.233
H -3.693 0.719 -1.049 0.214
H -2.297 -0.754 0.450 0.195
H -0.494 -2.770 -1.016 0.200
H -1.466 -2.497 1.840 0.227
H -0.896 -4.395 3.279 0.219
H 0.299 -6.551 3.622 0.236
H 2.798 -5.696 0.229 0.233
H 1.626 -3.520 -0.078 0.207
H -1.361 -2.525 -2.697 0.211
H -2.243 -2.074 -4.920 0.232

---

No. 2
60
Properties=species:S:1:pos:R:3:nbo_charge:R:1 method="wB97M-V/def2-TZVPD" total_energy_ev=-149682.8172 multiplicity=5 e_homo_ev="-2.81 / -5.98" orbital_gap_ev="5.0 / 8.0" s2=6.069 relative_energy_kcal_mol=38.03 charge=-1
Pt -0.243 -0.138 0.079 1.036
O 2.812 0.016 6.617 -0.718
C 1.400 -0.020 6.471 -0.076
C 1.013 0.017 5.022 -0.034
C -0.361 0.134 4.692 -0.348
C -0.707 0.105 3.365 0.064
N 0.165 -0.005 2.362 -0.524
C 1.505 -0.073 2.656 0.065
C 1.925 -0.086 4.018 -0.193
C 2.411 -0.116 1.567 0.183
C 3.822 -0.144 1.715 -0.242
C 4.644 -0.123 0.625 -0.042
C 6.139 -0.086 0.795 -0.080
O 6.594 1.118 1.412 -0.720
C 4.064 -0.073 -0.666 -0.336
C 2.696 -0.060 -0.766 0.071
N 1.882 -0.093 0.296 -0.584
H 3.017 -0.055 7.552 0.467
H 0.936 0.833 6.983 0.165
H 0.992 -0.934 6.922 0.166
H -1.125 0.226 5.453 0.205
H -1.751 0.151 3.080 0.192
H 2.970 -0.178 4.267 0.218
H 4.259 -0.162 2.704 0.212
H 6.622 -0.216 -0.180 0.160
H 6.476 -0.896 1.445 0.180
H 6.033 1.832 1.092 0.469
H 4.673 -0.038 -1.558 0.211
H 2.195 -0.009 -1.725 0.242
O -2.178 -0.281 -2.767 -0.743
S -1.145 0.950 -2.782 2.604
O -1.139 1.446 -4.126 -0.965
O 0.124 0.326 -2.346 -1.036
O -1.647 1.899 -1.800 -1.038
Cl 0.571 2.704 0.393 -0.002
C -0.611 3.939 -0.063 -0.391
Cl -0.063 4.899 -1.440 -0.031
H -0.739 4.605 0.782 0.207
H -1.516 3.417 -0.350 0.270
Br -6.914 0.071 -1.087 -0.001
C -5.030 -0.050 -0.793 -0.089
C -4.248 -0.648 -1.707 -0.212
C -2.770 -0.748 -1.505 -0.019
C -2.242 -0.140 -0.228 -0.196
C -3.139 0.429 0.642 -0.254
C -4.518 0.507 0.400 -0.259
H -4.653 -1.053 -2.623 0.218
H -2.474 -1.808 -1.489 0.215
H -2.771 0.888 1.552 0.189
H -5.185 0.993 1.098 0.209
C -1.326 -2.713 2.006 -0.246
O -0.196 -2.840 1.155 -0.561
C -0.230 -2.142 -0.006 0.234
C 0.687 -2.724 -1.031 -0.738
H -2.037 -3.513 1.780 0.170
H -1.818 -1.751 1.864 0.200
H -0.976 -2.806 3.033 0.186
H 0.330 -3.715 -1.327 0.214
H 1.701 -2.840 -0.627 0.210
H 0.730 -2.090 -1.915 0.247

---

No. 3
53
Properties=species:S:1:pos:R:3:nbo_charge:R:1 method="wB97M-V/def2-TZVPD" total_energy_ev=-66730.4959 e_homo_ev=-3.37 orbital_gap_ev=5.8 relative_energy_kcal_mol=57.39 charge=-1
Cl -14.547 -7.212 16.693 -1.000
Cl -19.749 -12.404 14.767 -0.066
C -19.894 -11.754 13.095 -0.371
C -19.946 -10.254 13.216 -0.396
Cl -20.156 -9.401 11.650 -0.066
H -20.787 -12.143 12.607 0.216
H -18.970 -12.062 12.605 0.223
H -19.047 -9.869 13.697 0.239
H -20.687 -9.936 13.949 0.223
N -11.422 -13.692 17.419 -0.399
C -12.560 -13.787 16.618 0.035
C -12.666 -14.782 15.638 -0.260
C -11.618 -15.707 15.414 -0.179
C -10.474 -15.632 16.284 -0.263
C -10.412 -14.582 17.222 0.020
H -13.425 -13.204 16.898 0.216
H -13.542 -14.791 15.006 0.215
H -11.794 -16.536 14.745 0.212
H -9.656 -16.317 16.116 0.211
H -9.469 -14.401 17.717 0.192
N -22.462 -5.586 19.047 -0.418
C -21.219 -5.114 18.801 0.025
C -20.931 -3.777 18.613 -0.248
C -22.002 -2.840 18.821 -0.169
C -23.309 -3.286 19.001 -0.275
C -23.516 -4.678 19.130 0.023
H -20.474 -5.881 18.649 0.211
H -19.973 -3.363 18.336 0.232
H -21.832 -1.785 18.664 0.210
H -24.167 -2.633 19.076 0.214
H -24.484 -5.136 19.267 0.194
N -15.918 -10.905 23.550 -0.393
C -16.051 -11.708 24.660 0.020
C -17.304 -12.131 25.158 -0.269
C -18.509 -11.661 24.561 -0.172
C -18.364 -10.868 23.390 -0.259
C -17.092 -10.490 22.970 0.025
H -15.192 -11.934 25.275 0.194
H -17.434 -12.728 26.048 0.210
H -19.505 -11.964 24.850 0.211
H -19.302 -10.617 22.917 0.219
H -17.001 -10.021 22.002 0.212
N -8.536 -3.159 17.054 -0.401
C -9.357 -2.320 16.387 0.034
C -8.847 -1.442 15.431 -0.265
C -7.488 -1.464 15.161 -0.176
C -6.639 -2.233 15.890 -0.270
C -7.225 -3.000 16.883 0.039
H -10.398 -2.535 16.579 0.217
H -9.446 -0.763 14.841 0.218
H -7.019 -0.842 14.413 0.206
H -5.566 -2.165 15.781 0.214
H -6.598 -3.587 17.538 0.184

---

No. 4
54
Properties=species:S:1:pos:R:3:nbo_charge:R:1 method="wB97M-V/def2-TZVPD" total_energy_ev=-77423.0380 multiplicity=5 e_homo_ev="-12.46 / -14.62" orbital_gap_ev="6.0 / 4.1" s2=6.034 relative_energy_kcal_mol=0.00 charge=+2
I -0.500 -3.090 -2.875 0.287
I -0.116 2.251 -2.461 0.202
Ir -0.139 -0.487 -2.439 0.281
P 0.204 -0.174 -4.733 1.159
C -1.422 -0.059 -5.537 -0.984
C 1.076 1.315 -5.352 -0.978
H 2.106 -1.583 -5.141 0.278
H 1.200 -1.224 -6.654 0.260
H 0.580 -2.450 -5.489 0.258
C 1.112 -1.498 -5.592 -0.977
H 2.026 1.411 -4.817 0.268
H 1.265 1.193 -6.427 0.274
H -1.275 -0.026 -6.626 0.260
H -1.929 0.855 -5.206 0.256
H 0.467 2.210 -5.182 0.246
H -2.026 -0.932 -5.270 0.251
C -1.963 -0.426 -2.276 0.571
O -3.122 -0.381 -2.200 -0.421
Cl 2.201 -0.662 -2.417 -0.509
O -0.228 -0.908 0.174 -1.065
P -0.015 -0.195 1.493 1.874
C 1.670 0.461 1.519 -0.082
C 2.675 -0.174 2.279 -0.114
C 3.922 0.423 2.433 -0.235
C 4.232 1.561 1.687 0.031
C 3.336 2.015 0.710 -0.116
C 2.060 1.469 0.627 -0.233
C -1.435 0.902 1.807 -0.364
C -2.215 0.821 2.973 -0.180
C -3.526 1.300 3.000 -0.197
C -4.079 1.889 1.859 -0.141
C -3.276 2.090 0.728 -0.203
C -1.959 1.629 0.722 -0.192
C -0.023 -1.220 2.991 -0.486
C -0.653 -2.470 2.939 -0.164
C -0.776 -3.238 4.099 -0.189
C -0.314 -2.742 5.322 -0.161
C 0.298 -1.486 5.386 -0.216
C 0.465 -0.741 4.216 -0.157
H 2.468 -1.121 2.772 0.271
H 4.641 0.002 3.128 0.266
H 5.192 2.058 1.839 0.256
H 3.637 2.789 -0.004 0.257
H 1.374 1.803 -0.156 0.242
H -1.817 0.326 3.853 0.237
H -4.132 1.180 3.898 0.246
H -5.131 2.178 1.843 0.244
H -3.687 2.578 -0.160 0.235
H -1.351 1.813 -0.169 0.178
H -1.017 -2.826 1.977 0.238
H -1.268 -4.213 4.059 0.244
H -0.467 -3.317 6.235 0.245
H 0.651 -1.085 6.330 0.241
H 1.003 0.202 4.289 0.209

---

No. 5
52
Properties=species:S:1:pos:R:3:nbo_charge:R:1 method="wB97M-V/def2-TZVPD" total_energy_ev=-36827.2458 e_homo_ev=-8.92 orbital_gap_ev=9.4 smiles="CCOC(=O)C(C(=O)OCC)C(c1ccc(C)c(F)c1)c1ccc(C)c(F)c1" relative_energy_kcal_mol=0.00 charge=0
C -4.260 -0.817 1.977 -0.627
C -3.828 0.586 1.748 -0.074
O -2.484 0.471 1.269 -0.516
C -2.063 1.610 0.718 0.808
O -2.826 2.610 0.695 -0.572
C -0.549 1.439 0.375 -0.433
C -0.149 2.820 -0.211 0.809
O -0.631 3.838 0.257 -0.569
O 0.824 2.863 -1.136 -0.498
C 1.011 4.257 -1.429 -0.079
C 1.958 4.399 -2.588 -0.629
C -0.224 0.119 -0.020 -0.250
C -0.119 -0.850 1.222 0.009
C -0.388 -0.521 2.566 -0.214
C -0.464 -1.529 3.526 -0.186
C -0.244 -2.865 3.200 -0.113
C -0.240 -3.951 4.233 -0.623
C -0.025 -3.148 1.877 0.462
F 0.128 -4.468 1.506 -0.347
C 0.042 -2.175 0.876 -0.299
C 0.869 -0.180 -1.100 0.001
C 0.493 0.135 -2.411 -0.205
C 1.240 -0.289 -3.510 -0.194
C 2.476 -0.941 -3.359 -0.072
C 3.424 -1.204 -4.477 -0.627
C 2.797 -1.304 -2.045 0.375
F 3.932 -2.069 -1.884 -0.338
C 2.016 -0.986 -0.944 -0.241
H -5.248 -0.846 2.439 0.216
H -4.314 -1.346 1.031 0.211
H -3.552 -1.368 2.601 0.216
H -3.843 1.189 2.657 0.190
H -4.441 1.077 0.975 0.208
H 0.035 1.486 1.297 0.270
H -0.002 4.654 -1.669 0.198
H 1.354 4.780 -0.516 0.194
H 2.058 5.479 -2.784 0.219
H 2.938 3.955 -2.330 0.214
H 1.529 3.901 -3.479 0.213
H -1.133 -0.217 -0.569 0.231
H -0.526 0.504 2.914 0.216
H -0.732 -1.286 4.531 0.212
H -0.742 -3.587 5.115 0.214
H -0.756 -4.825 3.852 0.229
H 0.765 -4.246 4.497 0.226
H 0.170 -2.482 -0.150 0.238
H -0.458 0.619 -2.554 0.207
H 0.871 -0.102 -4.524 0.214
H 3.090 -0.675 -5.360 0.216
H 4.420 -0.850 -4.233 0.230
H 3.498 -2.261 -4.703 0.227
H 2.304 -1.405 0.031 0.235

---

No. 6
57
Properties=species:S:1:pos:R:3:nbo_charge:R:1 method="wB97M-V/def2-TZVPD" total_energy_ev=-46065.2120 e_homo_ev=-8.34 orbital_gap_ev=8.4 smiles="O=C(COC(=O)c1ccccc1NCCO)Nc1cc(C(F)(F)F)ccc1N1CCOCC1" relative_energy_kcal_mol=3.24 charge=0
O 3.033 3.363 -0.343 -0.596
C 2.101 2.647 -0.064 0.663
C 0.715 3.226 0.231 -0.180
O -0.127 2.296 0.887 -0.520
C -1.276 1.931 0.268 0.792
O -1.598 2.408 -0.806 -0.636
C -2.013 0.917 1.014 -0.299
C -1.521 0.475 2.250 -0.121
C -2.171 -0.493 2.975 -0.290
C -3.349 -1.043 2.472 -0.141
C -3.861 -0.628 1.268 -0.313
C -3.214 0.356 0.496 0.332
N -3.675 0.733 -0.716 -0.609
C -4.921 0.334 -1.307 -0.241
C -6.124 1.105 -0.724 -0.068
O -7.345 0.665 -1.258 -0.709
N 2.132 1.292 -0.006 -0.622
C 3.226 0.434 -0.092 0.118
C 4.536 0.880 -0.021 -0.196
C 5.572 -0.046 -0.003 -0.155
C 6.985 0.456 0.048 0.975
F 7.861 -0.483 0.443 -0.326
F 7.417 0.882 -1.156 -0.326
F 7.140 1.492 0.887 -0.322
C 5.311 -1.407 -0.041 -0.180
C 4.002 -1.848 -0.135 -0.256
C 2.948 -0.945 -0.192 0.226
N 1.596 -1.325 -0.311 -0.485
C 1.225 -2.648 0.161 -0.251
C -0.303 -2.700 0.245 -0.075
O -0.887 -2.476 -1.018 -0.523
C -0.508 -1.220 -1.528 -0.067
C 1.013 -1.091 -1.629 -0.255
H 0.252 3.541 -0.714 0.243
H 0.837 4.104 0.871 0.221
H -0.611 0.916 2.628 0.232
H -1.778 -0.822 3.924 0.219
H -3.869 -1.802 3.037 0.218
H -4.776 -1.067 0.907 0.217
H -3.179 1.508 -1.143 0.434
H -5.083 -0.739 -1.170 0.201
H -4.856 0.528 -2.382 0.199
H -5.981 2.182 -0.892 0.159
H -6.190 0.931 0.352 0.181
H -7.356 0.832 -2.207 0.464
H 1.269 0.813 0.232 0.430
H 4.740 1.937 0.035 0.266
H 6.122 -2.117 -0.009 0.230
H 3.808 -2.907 -0.183 0.219
H 1.658 -2.808 1.150 0.215
H 1.564 -3.442 -0.522 0.176
H -0.637 -3.688 0.564 0.196
H -0.658 -1.945 0.962 0.177
H -0.964 -1.139 -2.516 0.198
H -0.902 -0.424 -0.881 0.161
H 1.281 -0.097 -1.987 0.218
H 1.389 -1.835 -2.350 0.182

---

No. 7
62
Properties=species:S:1:pos:R:3:nbo_charge:R:1 method="wB97M-V/def2-TZVPD" total_energy_ev=-98045.0290 multiplicity=2 e_homo_ev="-11.16 / -11.15" orbital_gap_ev="5.0 / 7.1" s2=1.014 charge=+1
Mn -1.288 -1.164 1.331 1.134
C 2.671 1.809 -3.120 -0.260
O 3.585 1.752 -2.035 -0.512
C 3.229 2.025 -0.743 0.365
C 4.303 2.394 0.062 -0.244
C 4.136 2.658 1.406 -0.174
C 2.872 2.581 1.984 -0.221
C 1.801 2.231 1.192 -0.196
C 1.967 1.934 -0.159 0.005
N 0.802 1.559 -0.919 -0.573
C -0.150 0.700 -0.520 0.680
N -1.402 0.957 -0.990 -0.514
C -2.548 0.244 -0.802 0.109
C -2.671 -0.827 0.087 -0.093
C -3.893 -1.507 0.172 -0.232
C -4.957 -1.101 -0.591 -0.158
C -4.857 0.009 -1.463 -0.277
C -3.670 0.675 -1.572 0.353
O -3.407 1.739 -2.361 -0.524
C -4.494 2.297 -3.113 -0.255
N 0.040 -0.348 0.244 -0.501
C 1.350 -0.883 0.455 0.103
C 1.798 -1.091 1.749 -0.203
C 3.035 -1.668 1.978 -0.206
C 3.822 -2.021 0.897 -0.157
C 3.376 -1.830 -0.409 -0.284
C 2.129 -1.275 -0.636 0.286
O 1.580 -1.091 -1.867 -0.517
C 2.267 -1.665 -2.980 -0.258
H 3.263 1.653 -4.017 0.215
H 2.213 2.802 -3.189 0.171
H 1.912 1.032 -3.063 0.180
H 5.275 2.462 -0.410 0.237
H 4.993 2.939 2.006 0.230
H 2.722 2.795 3.034 0.232
H 0.805 2.180 1.621 0.224
H 0.583 2.135 -1.714 0.412
H -1.511 1.775 -1.577 0.439
H -4.002 -2.347 0.843 0.232
H -5.901 -1.626 -0.521 0.235
H -5.718 0.324 -2.035 0.240
H -4.082 3.146 -3.645 0.215
H -5.285 2.625 -2.440 0.194
H -4.875 1.564 -3.823 0.193
H 1.189 -0.775 2.588 0.243
H 3.372 -1.831 2.993 0.237
H 4.797 -2.463 1.060 0.229
H 4.004 -2.121 -1.237 0.232
H 1.624 -1.522 -3.842 0.205
H 2.432 -2.730 -2.819 0.197
H 3.220 -1.162 -3.147 0.187
O -3.636 0.194 3.657 -0.978
P -2.181 -0.397 3.740 2.524
O -1.563 -0.399 5.050 -1.025
O -1.412 0.224 2.502 -0.933
O -2.462 -1.917 3.047 -1.063
P -1.296 -3.115 2.806 2.492
O -1.931 -4.461 3.254 -0.952
O -0.071 -2.717 3.488 -1.043
O -1.266 -3.022 1.237 -0.941
H -3.959 0.446 4.534 0.534
H -2.681 -4.785 2.739 0.531

---

No. 8
51
Properties=species:S:1:pos:R:3:nbo_charge:R:1 method="wB97M-V/def2-TZVPD" total_energy_ev=-32327.4690 e_homo_ev=-7.89 orbital_gap_ev=8.5 smiles="CCOc1ccc(N2C[C@H](C(=O)N3CCCc4ccccc43)CC2=O)cc1" relative_energy_kcal_mol=32.56 charge=0
C -8.701 -0.953 0.439 -0.617
C -7.454 -0.155 0.092 -0.062
O -6.332 -0.931 0.463 -0.498
C -5.086 -0.443 0.219 0.286
C -4.802 0.787 -0.364 -0.253
C -3.491 1.181 -0.562 -0.199
C -2.431 0.360 -0.194 0.113
N -1.102 0.771 -0.409 -0.437
C -0.029 0.404 0.496 -0.192
C 1.258 0.796 -0.243 -0.319
C 2.325 1.315 0.712 0.698
O 2.137 2.325 1.365 -0.624
N 3.525 0.677 0.744 -0.465
C 4.612 1.398 1.409 -0.209
C 5.990 0.943 0.937 -0.402
C 5.920 0.488 -0.523 -0.422
C 5.010 -0.700 -0.540 -0.053
C 5.327 -1.913 -1.126 -0.190
C 4.466 -2.993 -1.014 -0.213
C 3.301 -2.874 -0.275 -0.212
C 2.978 -1.672 0.328 -0.242
C 3.814 -0.572 0.171 0.218
C 0.777 1.923 -1.158 -0.482
C -0.697 1.631 -1.384 0.691
O -1.375 2.085 -2.276 -0.606
C -2.719 -0.873 0.391 -0.209
C -4.023 -1.265 0.595 -0.248
H -8.705 -1.892 -0.108 0.214
H -9.589 -0.383 0.179 0.212
H -8.716 -1.172 1.503 0.214
H -7.450 0.799 0.637 0.171
H -7.427 0.056 -0.986 0.172
H -5.592 1.456 -0.666 0.214
H -3.292 2.135 -1.020 0.243
H -0.054 -0.661 0.728 0.195
H -0.119 0.973 1.431 0.211
H 1.626 -0.036 -0.844 0.230
H 4.458 2.459 1.192 0.223
H 4.512 1.269 2.492 0.206
H 6.340 0.105 1.544 0.205
H 6.697 1.765 1.056 0.222
H 5.511 1.295 -1.138 0.216
H 6.908 0.230 -0.903 0.221
H 6.252 -2.011 -1.675 0.213
H 4.715 -3.932 -1.484 0.217
H 2.646 -3.723 -0.157 0.217
H 2.090 -1.586 0.935 0.212
H 1.317 1.988 -2.100 0.234
H 0.851 2.886 -0.644 0.253
H -1.928 -1.545 0.684 0.208
H -4.248 -2.218 1.046 0.223